Entry 1:
A molecular structure, C22H41Cl3N3O5SiW. Source: the OMol25 dataset; level of theory: ωB97M-V/def2-TZVPD.

Summary:
- Energy relative to the best compared isomer or geometry (same formula, charge and spin): 0.00 kcal per mole
- Total charge: +3
- E: -85436.3922 eV

CARTESIAN COORDINATES (ANGSTROEM)
C (2.9305, 1.2845, -1.4857)
C (3.3703, 0.7229, -0.1761)
H (3.3562, 2.2759, -1.6653)
H (1.8311, 1.3543, -1.5393)
H (3.2496, 0.6197, -2.3035)
C (4.2096, 1.3140, 0.6901)
C (5.0094, 2.5380, 0.4051)
H (4.3930, 0.8583, 1.6686)
H (4.6899, 3.0651, -0.5047)
H (6.0764, 2.2861, 0.2900)
H (4.9425, 3.2404, 1.2483)
W (-0.4859, -0.6056, 0.1951)
Cl (0.2429, -2.3762, -1.1993)
Cl (-0.9251, 1.0768, -1.4632)
H (-5.4047, -2.9574, 0.5256)
H (-5.4826, -3.5173, -1.9343)
C (-4.9464, -1.9882, 0.2881)
C (-5.0520, -2.5266, -2.1253)
N (-4.2434, -2.1027, -0.9914)
H (-4.2514, -1.6890, 1.0758)
C (-2.9845, -1.7206, -1.1309)
O (-2.3597, -1.2175, -0.1273)
H (-4.4356, -2.5600, -3.0262)
H (-2.4960, -1.8570, -2.1046)
H (-5.7592, -1.2544, 0.1880)
H (-5.8905, -1.8329, -2.2743)
H (1.1429, 2.7354, 0.3599)
H (2.5161, 2.4553, 3.0133)
C (0.4251, 3.1386, 1.0920)
C (1.5101, 2.7921, 3.3068)
N (0.5025, 2.3809, 2.3416)
H (-0.5895, 3.0986, 0.6792)
C (-0.2958, 1.3363, 2.6022)
O (-1.0147, 0.7802, 1.7191)
H (1.2630, 2.3642, 4.2843)
H (-0.3171, 0.9690, 3.6433)
H (0.7115, 4.1755, 1.3121)
H (1.5420, 3.8855, 3.3743)
O (1.3432, -0.1159, 0.4829)
C (2.6554, -0.5592, 0.1820)
C (2.8440, -0.9500, 2.6571)
C (3.1880, -1.3520, 1.3740)
H (2.1792, -0.0892, 2.7642)
C (3.3647, -1.6089, 3.7749)
H (2.6445, -1.2206, -0.6964)
C (4.0560, -2.4376, 1.1986)
H (3.0563, -1.2800, 4.7724)
C (4.2791, -2.6502, 3.5973)
C (4.6196, -3.0729, 2.3073)
H (4.3000, -2.7460, 0.1801)
H (4.7277, -3.1316, 4.4705)
H (5.3264, -3.8953, 2.1597)
Si (-2.7905, 3.1317, -4.9917)
Cl (-0.9056, 4.0149, -5.0183)
C (-3.7327, 3.9595, -3.5997)
C (-2.4829, 1.2994, -4.7698)
C (-3.6497, 3.4897, -6.6277)
H (-3.1724, 3.8939, -2.6585)
H (-4.7105, 3.4774, -3.4674)
H (-3.8963, 5.0203, -3.8364)
H (-3.8080, 4.5688, -6.7591)
H (-4.6293, 2.9927, -6.6538)
H (-3.0543, 3.1249, -7.4749)
H (-1.9350, 1.0944, -3.8409)
H (-1.8861, 0.9244, -5.6133)
H (-3.4373, 0.7562, -4.7421)
N (-0.0704, -4.9817, 3.3726)
C (0.0758, -3.5098, 3.5280)
C (-0.4559, -2.9536, 2.2122)
O (-1.1483, -3.7137, 1.5136)
O (-0.1546, -1.7243, 1.9733)
H (-0.8283, -5.1058, 2.6645)
H (-0.2679, -5.4638, 4.2490)
H (0.8080, -5.3810, 3.0065)
H (-0.5389, -3.1508, 4.3573)
H (1.1061, -3.1967, 3.7001)

Cartesian forces, eV/Å:
C 0.124 -0.018 -0.565
C 0.415 0.269 0.858
H -0.222 -0.281 -0.091
H 0.354 0.052 -0.031
H -0.100 0.256 0.075
C -0.007 -0.340 -0.345
C 0.061 0.544 -0.019
H 0.020 -0.070 -0.397
H 0.192 -0.178 0.359
H -0.344 0.024 0.080
H 0.100 -0.128 -0.201
W 3.038 2.071 0.513
Cl -0.760 1.966 1.524
Cl 0.510 -1.977 1.914
H 0.218 0.220 -0.098
H 0.245 0.197 0.042
C -0.297 0.010 0.340
C -0.278 -0.383 -0.647
N 1.843 0.929 0.003
H -0.270 -0.090 -0.191
C -2.848 -1.187 -0.426
O 2.175 0.378 0.775
H -0.151 -0.011 0.102
H -0.124 0.152 0.308
H 0.321 -0.140 0.008
H 0.348 -0.032 0.115
H -0.194 0.104 0.212
H -0.401 -0.056 -0.143
C 0.220 -0.001 -0.552
C 0.316 0.292 0.737
N -1.543 -1.848 0.312
H 0.296 0.028 0.197
C 2.304 2.177 0.646
O -0.324 -1.631 -2.418
H 0.140 0.173 -0.147
H 0.097 0.083 -0.496
H -0.216 -0.333 -0.073
H -0.178 -0.288 0.057
O -5.360 -1.799 -1.222
C 1.916 -0.029 0.441
C -0.024 -0.022 0.325
C -0.043 0.033 -0.090
H 0.170 -0.267 0.170
C -0.127 0.180 -0.129
H -0.439 0.098 0.025
C -0.188 0.241 -0.179
H 0.310 -0.154 -0.293
C -0.091 -0.096 0.100
C -0.088 0.051 -0.081
H 0.082 -0.041 0.314
H -0.151 0.140 -0.334
H -0.265 0.354 0.086
Si -0.393 0.717 -0.649
Cl 0.048 -0.097 0.088
C 0.100 -0.305 0.034
C -0.066 -0.193 0.088
C 0.248 -0.182 0.240
H -0.157 0.074 -0.087
H 0.124 0.153 0.025
H 0.068 -0.307 0.065
H 0.059 -0.270 0.069
H 0.171 0.112 -0.025
H -0.156 0.083 0.166
H -0.089 0.034 -0.239
H -0.172 0.070 0.221
H 0.153 0.039 -0.051
N 0.718 -0.272 0.275
C -0.023 0.389 -0.185
C -1.448 -1.672 -0.771
O 1.068 1.589 0.683
O -0.686 0.920 -1.511
H 0.218 -0.132 0.153
H -0.164 -0.049 0.052
H -0.448 -0.005 0.005
H 0.010 -0.105 -0.103
H 0.036 -0.214 -0.016

=====

Entry 2:
16 unconnected molecules or ions with the total composition C25H81NO18. Source: the OMol25 dataset; level of theory: ωB97M-V/def2-TZVPD.

Summary:
- Total charge: 0
- E: -65572.9663 eV

CARTESIAN COORDINATES (ANGSTROEM)
C (-0.5839, 0.1945, 1.3096)
O (0.3575, 0.6564, 0.3663)
C (0.0075, 1.8271, -0.3660)
C (-0.5133, 1.4699, -1.7710)
N (-1.9733, 1.4494, -1.7008)
C (-2.5799, 1.0338, -2.9916)
C (-3.9740, 0.4745, -2.7343)
C (-4.0586, -1.0725, -2.7757)
C (-4.1691, -1.6903, -1.3767)
C (-2.9900, -2.4916, -0.7904)
O (-2.1719, -3.2126, -1.7503)
C (-0.8449, -2.8390, -1.8170)
C (0.0119, -3.3899, -0.6984)
O (-0.3973, -2.1244, -2.6870)
H (-1.6208, 0.4251, 1.0401)
H (-0.4923, -0.8935, 1.3503)
H (-0.4055, 0.5832, 2.3145)
H (-0.8281, 2.3256, 0.1352)
H (0.8340, 2.5372, -0.3980)
H (-0.1204, 0.4720, -1.9976)
H (-0.1567, 2.1768, -2.5195)
H (-2.2159, 0.6940, -1.0636)
H (-1.9386, 0.3215, -3.5130)
H (-2.7067, 1.9430, -3.5840)
H (-4.6679, 0.9224, -3.4422)
H (-4.3177, 0.7757, -1.7420)
H (-3.2557, -1.4947, -3.3750)
H (-4.9815, -1.3361, -3.2974)
H (-4.3913, -0.9135, -0.6398)
H (-5.0336, -2.3568, -1.3581)
H (-2.3441, -1.8644, -0.1687)
H (-3.4070, -3.2513, -0.1263)
H (-0.0602, -2.6950, 0.1395)
H (-0.3508, -4.3783, -0.4249)
H (1.0309, -3.4738, -1.0639)
C (-0.9169, -0.8206, 5.1336)
O (0.2646, -0.8557, 4.3296)
H (-1.2611, 0.2095, 5.1878)
H (-1.6932, -1.4424, 4.6801)
H (-0.7118, -1.1776, 6.1397)
H (0.5457, -1.7771, 4.2979)
C (-4.8194, 3.4282, -5.8101)
O (-5.1248, 2.8981, -4.5240)
H (-5.0651, 2.6643, -6.5435)
H (-5.4100, 4.3234, -6.0207)
H (-3.7567, 3.6705, -5.8947)
H (-4.9046, 3.5701, -3.8723)
C (3.5724, 4.0591, -2.3254)
O (2.4814, 3.1312, -2.4509)
H (3.1658, 5.0606, -2.4436)
H (4.0313, 3.9735, -1.3371)
H (4.3326, 3.8914, -3.0907)
H (2.8423, 2.2441, -2.3471)
C (-7.2774, 0.8959, -1.7045)
O (-6.7338, 1.2138, -0.4251)
H (-6.9748, 1.6763, -2.3978)
H (-6.8878, -0.0624, -2.0597)
H (-8.3689, 0.8515, -1.6644)
H (-7.0001, 0.5242, 0.1878)
C (2.6064, -6.0464, 0.2891)
O (1.2644, -6.4527, 0.0279)
H (2.5647, -5.1953, 0.9643)
H (3.1755, -6.8486, 0.7643)
H (3.1119, -5.7442, -0.6312)
H (1.2982, -7.2047, -0.5692)
C (3.2139, 0.8016, 6.4604)
O (1.9882, 0.1001, 6.5958)
H (3.3076, 1.4683, 7.3150)
H (4.0686, 0.1185, 6.4546)
H (3.2290, 1.3999, 5.5444)
H (1.8950, -0.4842, 5.8341)
C (2.6107, 3.2076, 2.0998)
O (3.5285, 3.0415, 1.0254)
H (3.1785, 3.2153, 3.0272)
H (2.0772, 4.1576, 2.0045)
H (1.8917, 2.3842, 2.1285)
H (3.0117, 3.0375, 0.2132)
C (-0.1078, -6.7600, 3.4860)
O (-1.1452, -6.6357, 2.5233)
H (-0.5372, -7.1292, 4.4144)
H (0.6509, -7.4701, 3.1454)
H (0.3615, -5.7906, 3.6772)
H (-0.7324, -6.3135, 1.7154)
C (-1.3466, -4.3338, 3.6946)
O (-0.6148, -4.1054, 4.8963)
H (-1.3148, -3.4122, 3.1158)
H (-0.8999, -5.1362, 3.1022)
H (-2.3904, -4.5780, 3.9086)
H (-0.6396, -4.9124, 5.4160)
C (1.9311, 2.6394, -4.6688)
O (3.3554, 2.5601, -4.5554)
H (1.7004, 3.2414, -5.5456)
H (1.4976, 1.6425, -4.7900)
H (1.4977, 3.1176, -3.7843)
H (3.5548, 2.0239, -3.7770)
C (7.3951, 4.1631, -3.8571)
O (6.0883, 4.2431, -4.4281)
H (7.3206, 3.5658, -2.9512)
H (8.1007, 3.6832, -4.5363)
H (7.7671, 5.1569, -3.5943)
H (6.1489, 4.7690, -5.2296)
C (-3.8584, -0.3923, 7.5948)
O (-2.5646, -0.9191, 7.8698)
H (-4.1594, -0.7580, 6.6151)
H (-4.5865, -0.7279, 8.3376)
H (-3.8341, 0.6983, 7.5821)
H (-2.2947, -0.5936, 8.7325)
C (2.7538, -2.2299, -4.9162)
O (2.3779, -1.0721, -4.1870)
H (3.8100, -2.1354, -5.1583)
H (2.6067, -3.1374, -4.3225)
H (2.1861, -2.3167, -5.8469)
H (1.4423, -1.1677, -3.9718)
C (-4.0295, 3.6093, 7.7664)
O (-3.9918, 2.9204, 9.0131)
H (-4.3006, 2.8863, 7.0011)
H (-4.7779, 4.4056, 7.7770)
H (-3.0536, 4.0336, 7.5185)
H (-3.7506, 3.5581, 9.6896)
C (8.9182, 1.7171, -6.7303)
O (9.7363, 2.3688, -5.7633)
H (7.9276, 1.6071, -6.2951)
H (8.8373, 2.3092, -7.6455)
H (9.3077, 0.7259, -6.9752)
H (10.6145, 2.4716, -6.1386)

Cartesian forces, eV/Å:
C -0.154 -0.107 0.005
O 0.270 0.129 -0.134
C -0.700 0.002 -0.105
C 0.222 -0.046 0.989
N -0.110 -0.666 -0.836
C -0.330 0.920 0.804
C 0.081 -0.666 -0.205
C -0.510 0.571 0.083
C 0.206 -0.702 0.032
C 0.170 -0.184 0.226
O 0.155 0.666 -0.390
C 0.310 0.668 -0.108
C -0.398 -0.206 -0.617
O -0.822 -0.791 0.471
H 0.034 0.106 -0.145
H 0.049 0.046 0.146
H 0.123 0.042 -0.028
H 0.120 0.174 0.103
H 0.259 -0.297 0.002
H 0.203 0.046 -0.294
H -0.187 0.083 -0.030
H 0.041 0.155 0.212
H -0.005 -0.098 -0.204
H 0.349 -0.091 -0.232
H 0.024 -0.158 -0.077
H 0.038 0.367 -0.086
H 0.196 -0.121 0.149
H 0.060 -0.039 -0.067
H -0.025 0.004 -0.020
H 0.017 -0.065 -0.046
H 0.065 0.119 -0.189
H 0.083 0.013 0.050
H 0.158 -0.109 0.073
H 0.018 0.066 0.214
H 0.111 0.201 0.202
C 0.106 -0.184 -0.015
O 0.200 -0.115 -0.012
H 0.083 0.038 -0.040
H -0.094 0.045 0.110
H -0.124 0.032 0.045
H -0.098 -0.060 -0.032
C 0.016 0.028 0.164
O -0.052 0.156 -0.158
H -0.007 -0.018 0.010
H 0.008 -0.006 -0.062
H -0.009 -0.005 -0.063
H -0.003 -0.055 0.080
C 0.248 -0.127 0.381
O 1.038 0.735 3.787
H -0.090 -0.029 -0.004
H 0.017 0.206 0.027
H -0.212 0.119 0.094
H -0.283 0.094 0.490
C 0.022 -0.120 0.255
O 0.025 0.046 -0.114
H 0.027 0.011 0.014
H -0.047 0.021 -0.124
H -0.002 0.008 -0.090
H -0.005 0.009 0.043
C -0.058 -0.080 -0.072
O -0.014 0.032 0.124
H -0.018 0.012 0.001
H 0.035 0.041 0.029
H 0.029 0.039 0.038
H -0.095 -0.027 -0.007
C -0.153 -0.126 -0.073
O 0.231 -0.039 0.108
H -0.005 0.004 0.011
H 0.053 0.056 0.006
H 0.062 0.027 0.015
H -0.287 0.205 -0.056
C -0.043 -0.036 -0.207
O -0.024 0.009 0.048
H 0.050 -0.005 -0.020
H -0.060 -0.012 0.114
H -0.031 0.026 0.074
H 0.018 -0.045 -0.039
C 0.748 -0.980 -0.275
O 0.121 -1.672 -0.548
H -0.138 -0.030 -0.013
H -0.029 0.003 0.097
H 0.438 -0.502 0.153
H 0.070 -0.290 -0.323
C 0.063 0.823 -0.052
O 0.110 0.340 0.114
H -0.081 0.253 0.105
H -1.103 2.142 0.511
H -0.010 -0.042 -0.070
H -0.006 0.044 0.095
C -0.468 -0.166 -1.024
O -0.233 -0.476 -1.059
H 0.177 -0.141 -0.252
H -0.038 -0.036 -0.145
H -0.307 -0.268 -1.357
H 0.104 0.014 -0.965
C -0.124 0.108 -0.196
O 0.273 -0.002 0.110
H -0.054 0.001 0.016
H 0.057 -0.012 0.049
H 0.061 -0.015 0.073
H -0.077 -0.049 -0.036
C 0.194 0.005 0.119
O -0.139 -0.058 -0.022
H 0.032 -0.030 -0.005
H -0.074 0.040 -0.047
H -0.118 0.006 0.003
H 0.059 0.024 -0.008
C -0.068 0.111 0.081
O -0.128 -0.047 -0.032
H 0.011 0.005 -0.004
H 0.025 -0.038 -0.041
H 0.038 -0.047 -0.021
H 0.032 0.035 0.173
C 0.035 0.033 0.185
O -0.012 0.022 -0.142
H -0.007 -0.015 0.002
H -0.002 0.004 -0.062
H -0.015 0.004 -0.062
H 0.009 -0.041 0.064
C 0.118 0.052 0.050
O -0.047 -0.038 -0.070
H -0.003 0.014 0.016
H -0.046 -0.033 -0.022
H -0.051 -0.019 -0.025
H 0.030 0.019 0.036

=====

Entry 3:
2 unconnected molecules or ions with the total composition ClFN2O3. Source: the OMol25 dataset; level of theory: ωB97M-V/def2-TZVPD.

Summary:
- Energy relative to the best compared isomer or geometry (same formula, charge and spin): 6.70 kcal per mole
- Total charge: 0
- E: -24352.5807 eV
- 2S+1: 3

CARTESIAN COORDINATES (ANGSTROEM)
N (-0.6956, -1.8459, 0.1370)
N (0.7186, 1.2849, -0.9567)
O (-1.3027, -1.8203, 1.1022)
O (-0.6202, -2.1999, -0.9689)
O (1.2369, 2.0560, -0.4055)
F (0.4090, -0.7933, 0.2174)
Cl (0.2539, 3.3185, 0.8744)

Cartesian forces, eV/Å:
N 2.743 3.112 -2.109
N -4.490 -6.614 -5.527
O -1.542 -1.299 1.268
O -1.433 -1.908 0.077
O 5.909 5.386 3.349
F 0.110 -0.468 1.097
Cl -1.297 1.791 1.845